ORCA calculation (ωB97M-V/def2-TZVPD) on a molecular structure, C29H35F10N9Sm in a non-equilibrium geometry.

Each line ends with the Mulliken charge.
Atoms and positions in Å:
Sm: -0.46854 0.02698 -0.51384  0.057
C: 1.60076 1.56539 0.74563  -1.190
C: -2.61838 -0.20295 -4.40722  -0.089
N: -2.77038 0.40007 3.77917  0.207
C: -0.46684 -3.23896 -1.19989  -0.926
H: 0.29517 -4.13096 0.61706  0.430
H: -3.23653 -1.16234 5.09844  0.315
H: -0.56013 2.22142 2.14154  -0.214
H: 2.19917 -1.72055 -3.04091  0.292
C: -2.82595 1.79900 4.15876  -0.913
H: -1.03268 -2.97439 0.85877  0.221
C: 1.51334 -0.35986 2.24737  -0.932
F: -2.54232 5.34690 0.15247  -0.322
N: 4.30549 1.19317 -0.74497  0.084
F: 1.77728 4.26282 1.80030  -0.395
H: 0.41810 -3.52375 -1.78399  0.453
C: 4.50882 -0.03528 -2.72869  -0.651
N: 0.74828 0.68076 1.56449  0.567
C: -2.54221 -1.11226 -5.45888  0.607
H: 4.44550 0.53875 -3.65914  0.326
F: -3.04323 -0.81396 -6.66140  -0.305
F: -1.84608 -3.23329 -6.21148  -0.288
C: 5.31939 0.70256 -1.66624  -0.765
C: -0.43566 1.13972 2.27361  -1.393
H: -4.39424 -2.34866 3.41569  0.347
F: -2.48357 3.05936 -1.44277  -0.286
H: 5.80366 2.05519 0.38845  0.463
H: -2.33953 1.95658 5.12346  0.320
C: 0.89074 -1.74708 2.01444  -1.129
F: -3.16892 0.99684 -4.57517  -0.278
C: -3.55502 -1.63203 0.88047  -1.053
H: -1.20879 -4.03708 -1.33833  0.552
H: -4.51185 0.06345 4.93482  0.343
H: -0.34923 0.92066 3.34692  0.785
H: 1.48709 -2.48629 2.57037  0.531
C: -1.39383 -2.65735 -3.98483  0.144
N: -1.56455 0.38842 1.69975  0.230
N: 1.95094 0.70262 -0.38200  1.161
N: 3.20244 -0.15605 -2.11204  0.366
H: 5.88765 1.53812 -2.08283  0.413
H: 2.44549 1.92124 1.35231  1.504
C: -3.74864 -0.49657 4.39267  -0.584
C: -1.45854 -1.78033 -2.86873  -0.183
H: -3.86567 2.13324 4.23496  0.451
H: -4.55856 -1.40804 0.50633  0.445
F: -0.75415 -3.84282 -3.86492  -0.343
H: 2.90116 -1.71542 0.24052  0.319
H: -5.32248 -0.91027 2.91224  0.358
N: 0.84568 -2.07724 0.57778  1.232
C: -1.47828 4.52618 0.10647  0.143
F: -2.25498 0.32667 -2.09464  -0.351
C: -2.52422 -0.00686 2.49002  -0.097
F: -0.07501 1.82989 -1.88088  -0.496
C: 2.18040 -2.52528 0.16062  -1.409
C: 3.09016 0.63708 -1.00281  -0.588
H: 2.10497 -0.17949 -3.90050  0.464
N: -0.99681 -1.94554 -1.61792  0.599
C: -1.44285 3.41405 -0.66580  0.203
C: -0.36158 4.80161 0.98085  0.295
H: -3.46263 -2.71795 0.97297  0.290
H: -2.81500 -1.25830 0.15980  0.341
C: -0.11401 -3.16420 0.29513  -1.190
C: 0.89212 2.80950 0.10956  -0.697
C: -2.11415 -0.56035 -3.17468  0.354
H: -0.12740 -1.74811 2.41544  0.279
H: 6.01086 0.02638 -1.15016  0.371
H: 2.52956 -0.35934 1.85058  0.210
H: 1.60868 3.12945 -0.67564  0.734
H: 4.65034 1.10062 1.32937  0.280
H: 4.91133 -1.02497 -2.95831  0.390
C: 4.75095 1.79480 0.48832  -0.903
H: 2.52112 -3.37114 0.77421  0.351
C: 0.69447 3.97321 1.04056  -0.620
H: 2.15741 -2.84631 -0.87688  0.222
F: -0.44996 5.87445 1.77298  -0.333
H: -2.33893 2.41291 3.40808  0.211
C: 2.10657 -0.64056 -2.90774  -0.770
H: 1.57371 -0.16922 3.32670  0.593
C: -4.33096 -1.27740 3.21073  -0.656
H: 1.14841 -0.41815 -2.40873  -0.045
N: -3.35829 -1.02490 2.16616  0.336
C: -0.43336 2.40227 -0.51835  0.871
H: 4.20051 2.71417 0.69507  0.300
C: -1.93280 -2.34463 -5.22111  0.036

- E_HOMO (spin up / spin down): -0.3628 / -0.3637 Ha
- Kohn-Sham gap (spin up / spin down): 7.711 / 7.910 eV
- Largest force on an atom: 1.7 eV/Å
- 2S+1: 6
- Total charge: +1